The following is a quantum chemistry calculation of a 16-piece molecular cluster, C36H113N9O16 overall in a non-equilibrium geometry, from the OMol25 dataset.

Summary:
- Kohn-Sham gap: 0.3016 Ha
- Highest occupied orbital energy: -8.3 eV
- Relative energy (zero: lowest compared OMol25 entry of this formula, charge and spin): 131.1 kcal per mole
- M: 928.3 g mol⁻¹
- Calculated total energy: -3135.68663 hartree

ORCA input file:
```
! RIJCOSX wB97M-V def2-TZVPD def2/J DEFGRID3
* xyz 0 1
O 6.242 -0.627 2.030
H 5.781 -1.465 1.995
H 7.070 -0.827 2.466
O 0.837 1.944 -1.147
H 0.784 2.511 -0.378
H 1.138 1.102 -0.804
O -0.587 -4.729 -1.836
H -0.242 -3.915 -2.202
H -0.362 -5.397 -2.483
O -3.155 -4.736 -0.970
H -3.472 -5.320 -1.660
H -2.255 -4.533 -1.223
O -3.561 2.271 -1.335
H -4.445 2.629 -1.254
H -3.009 3.032 -1.516
O -0.393 -1.991 -2.925
H -0.826 -1.360 -2.351
H 0.134 -1.455 -3.517
O 4.440 -0.848 4.512
H 5.378 -0.784 4.691
H 4.386 -1.024 3.573
C -3.674 -3.977 -3.882
C -3.398 -3.438 -5.270
C -4.285 -2.223 -5.668
O -5.596 -2.569 -5.894
C -6.462 -1.628 -6.491
N -2.010 -3.182 -5.427
H -3.156 -4.914 -3.678
H -4.728 -4.245 -3.950
H -3.372 -3.286 -3.094
H -3.539 -4.229 -6.007
H -3.890 -1.908 -6.634
H -4.132 -1.384 -4.989
H -6.275 -1.678 -7.564
H -6.260 -0.640 -6.077
H -7.527 -1.778 -6.318
H -1.444 -2.781 -4.693
H -1.741 -2.774 -6.311
C 7.193 4.066 4.048
C 6.100 4.252 2.945
C 4.975 3.197 2.842
O 4.274 3.346 1.589
C 4.832 2.516 0.649
N 5.615 5.602 3.164
H 7.559 4.952 4.567
H 8.169 3.815 3.632
H 6.953 3.298 4.783
H 6.517 4.251 1.938
H 4.247 3.273 3.650
H 5.411 2.208 2.981
H 4.695 1.482 0.965
H 5.790 2.751 0.186
H 4.113 2.467 -0.169
H 5.139 5.525 4.052
H 4.961 5.881 2.446
C 5.864 -1.626 -5.795
C 4.415 -2.144 -5.772
C 3.873 -2.580 -4.279
O 4.332 -1.696 -3.208
C 3.745 -2.045 -1.983
N 3.460 -1.091 -6.132
H 6.569 -2.344 -5.378
H 5.847 -0.642 -5.325
H 6.225 -1.538 -6.820
H 4.367 -3.064 -6.354
H 4.311 -3.531 -3.974
H 2.793 -2.728 -4.280
H 4.149 -2.992 -1.627
H 2.670 -2.225 -2.000
H 3.997 -1.280 -1.248
H 3.467 -0.570 -5.267
H 3.785 -0.473 -6.862
C 0.007 -8.074 0.586
C -0.134 -6.713 1.296
C 0.137 -6.681 2.762
O 0.459 -5.308 3.249
C -0.546 -4.401 3.002
N 0.867 -5.812 0.626
H -0.612 -8.894 0.949
H 1.075 -8.290 0.607
H -0.302 -7.932 -0.450
H -1.141 -6.346 1.101
H 1.020 -7.272 3.004
H -0.648 -6.993 3.452
H -1.248 -4.304 3.831
H -1.128 -4.588 2.099
H -0.209 -3.365 3.028
H 0.339 -5.303 -0.068
H 0.946 -4.946 1.139
C -2.194 -1.784 -0.026
C -1.133 -0.622 -0.020
C 0.312 -1.004 0.551
O 1.170 0.156 0.684
C 2.240 -0.117 1.514
N -1.124 0.064 -1.320
H -1.873 -2.534 -0.749
H -3.245 -1.613 -0.257
H -2.347 -2.317 0.913
H -1.483 0.140 0.676
H 0.705 -1.721 -0.170
H 0.279 -1.547 1.496
H 2.701 0.799 1.882
H 2.972 -0.854 1.182
H 1.766 -0.498 2.418
H -2.080 0.262 -1.581
H -0.693 0.945 -1.080
C -5.554 3.674 5.143
C -5.055 2.297 4.667
C -5.943 1.716 3.549
O -5.770 0.363 3.099
C -5.083 0.172 1.915
N -3.675 2.411 4.259
H -5.630 4.407 4.339
H -5.040 4.210 5.941
H -6.543 3.482 5.558
H -5.009 1.646 5.540
H -5.959 2.495 2.787
H -6.947 1.782 3.968
H -5.134 -0.902 1.737
H -4.037 0.422 2.091
H -5.451 0.702 1.037
H -3.177 1.570 4.004
H -3.668 2.859 3.354
C -3.408 5.714 2.065
C -2.669 4.500 1.293
C -1.189 4.354 1.866
O -0.243 5.334 1.490
C 0.960 5.233 2.186
N -3.385 3.301 1.461
H -3.347 5.600 3.148
H -4.494 5.756 1.984
H -2.958 6.695 1.916
H -2.604 4.637 0.214
H -0.719 3.452 1.473
H -1.255 4.331 2.953
H 1.690 5.971 1.852
H 1.386 4.230 2.199
H 0.825 5.474 3.240
H -2.911 2.670 0.831
H -4.328 3.439 1.126
C 1.495 2.295 4.548
C 0.232 1.680 5.199
C -0.085 0.273 4.643
O -1.458 0.096 4.665
C -1.834 -1.198 4.095
N 0.421 1.814 6.623
H 1.713 3.357 4.666
H 1.574 2.112 3.477
H 2.382 1.747 4.864
H -0.701 2.186 4.948
H 0.495 -0.437 5.233
H 0.099 0.254 3.569
H -1.364 -1.440 3.141
H -2.922 -1.239 4.047
H -1.545 -2.116 4.607
H 0.526 2.811 6.743
H 1.294 1.367 6.863
C -1.539 1.233 -4.666
C -0.126 1.147 -5.233
C 0.740 2.208 -4.462
O 1.941 2.496 -5.100
C 2.682 3.687 -4.735
N 0.377 -0.140 -5.152
H -2.081 2.169 -4.798
H -1.662 1.083 -3.593
H -2.193 0.456 -5.061
H -0.230 1.453 -6.274
H 0.896 1.898 -3.429
H 0.137 3.116 -4.486
H 2.909 3.600 -3.672
H 1.981 4.488 -4.967
H 3.565 3.975 -5.304
H -0.210 -0.883 -5.501
H 1.154 -0.233 -5.790
*
```